Below is 10 unconnected molecules or ions with the total composition C90H190N10O10 in a non-equilibrium geometry, with properties calculated with ωB97M-V/def2-TZVPD.

Each atom is followed by the atoms it is bonded to, with distances in Å.
CARTESIAN COORDINATES (ANGSTROEM)
1 C 4.08 -9.07 4.74  C2 1.530, H12 1.090, H13 1.090, H14 1.090
2 C 3.89 -9.09 6.26  C1 1.530, C3 1.596, C4 1.556, N10 1.462
3 C 2.92 -7.94 6.76  C2 1.596, H15 1.090, H16 1.090, H17 1.090
4 C 3.25 -10.47 6.60  C2 1.556, C5 1.452, H18 1.090, H19 1.090
5 C 4.07 -11.67 6.59  C4 1.452, C6 1.547, H20 1.090, H21 1.090
6 C 5.29 -11.42 7.50  C5 1.547, C7 1.598, H22 1.090, H23 1.090
7 C 6.15 -10.16 7.04  C6 1.598, C8 1.535, C9 1.520, N10 1.481
8 C 7.18 -9.86 8.14  C7 1.535, H24 1.090, H25 1.090, H26 1.090
9 C 6.93 -10.63 5.83  C7 1.520, H27 1.090, H28 1.090, H29 1.090
10 N 5.21 -9.02 6.90  C2 1.462, C7 1.481, O11 1.382
11 O 5.84 -7.81 6.72  N10 1.382, H30 0.960
12 H 3.18 -8.59 4.33  C1 1.090
13 H 4.83 -8.35 4.43  C1 1.090
14 H 4.26 -10.00 4.20  C1 1.090
15 H 1.88 -8.09 6.47  C3 1.090
16 H 3.00 -7.90 7.85  C3 1.090
17 H 3.24 -6.96 6.40  C3 1.090
18 H 2.90 -10.35 7.62  C4 1.090
19 H 2.40 -10.67 5.95  C4 1.090
20 H 3.43 -12.48 6.93  C5 1.090
21 H 4.35 -11.93 5.57  C5 1.090
22 H 5.85 -12.36 7.47  C6 1.090
23 H 4.95 -11.33 8.54  C6 1.090
24 H 7.86 -9.02 7.96  C8 1.090
25 H 7.91 -10.67 8.20  C8 1.090
26 H 6.74 -9.72 9.13  C8 1.090
27 H 7.05 -11.71 5.77  C9 1.090
28 H 7.82 -10.05 5.59  C9 1.090
29 H 6.36 -10.30 4.96  C9 1.090
30 H 6.42 -7.93 5.96  O11 0.960
31 C 2.92 -5.04 -9.93  C32 1.562, H42 1.090, H43 1.090, H44 1.090
32 C 3.12 -6.11 -8.82  C31 1.562, C33 1.543, C34 1.611, N40 1.503
33 C 3.93 -7.33 -9.32  C32 1.543, H45 1.090, H46 1.090, H47 1.090
34 C 3.94 -5.56 -7.54  C32 1.611, C35 1.503, H48 1.090, H49 1.090
35 C 3.26 -4.74 -6.48  C34 1.503, C36 1.530, H50 1.090, H51 1.090
36 C 2.03 -5.51 -6.01  C35 1.530, C37 1.555, H52 1.090, H53 1.090
37 C 1.12 -5.94 -7.20  C36 1.555, C38 1.617, C39 1.480, N40 1.494
38 C 0.18 -7.07 -6.52  C37 1.617, H54 1.090, H55 1.090, H56 1.090
39 C 0.28 -4.81 -7.65  C37 1.480, H57 1.090, H58 1.090, H59 1.090
40 N 1.85 -6.69 -8.27  C32 1.503, C37 1.494, O41 1.429
41 O 1.00 -7.29 -9.24  N40 1.429, H60 0.960
42 H 3.87 -4.60 -10.23  C31 1.090
43 H 2.42 -5.46 -10.80  C31 1.090
44 H 2.17 -4.29 -9.68  C31 1.090
45 H 3.39 -7.94 -10.06  C33 1.090
46 H 4.87 -6.93 -9.69  C33 1.090
47 H 4.09 -8.11 -8.58  C33 1.090
48 H 4.35 -6.40 -6.99  C34 1.090
49 H 4.69 -4.88 -7.94  C34 1.090
50 H 3.92 -4.55 -5.63  C35 1.090
51 H 2.90 -3.82 -6.95  C35 1.090
52 H 1.38 -5.06 -5.27  C36 1.090
53 H 2.35 -6.41 -5.48  C36 1.090
54 H -0.47 -7.56 -7.24  C38 1.090
55 H -0.49 -6.66 -5.75  C38 1.090
56 H 0.80 -7.86 -6.10  C38 1.090
57 H -0.18 -4.95 -8.63  C39 1.090
58 H 0.78 -3.85 -7.69  C39 1.090
59 H -0.50 -4.72 -6.90  C39 1.090
60 H 0.71 -8.12 -8.86  O41 0.960
61 C 0.23 4.70 7.15  C62 1.605, H72 1.090, H73 1.090, H74 1.090
62 C 0.21 5.58 8.50  C61 1.605, C63 1.449, C64 1.547, N70 1.511
63 C 0.85 4.89 9.60  C62 1.449, H75 1.090, H76 1.090, H77 1.090
64 C 0.94 6.93 8.29  C62 1.547, C65 1.552, H78 1.090, H79 1.090
65 C 0.11 7.85 7.36  C64 1.552, C66 1.510, H80 1.090, H81 1.090
66 C -1.22 8.21 7.98  C65 1.510, C67 1.595, H82 1.090, H83 1.090
67 C -2.05 6.87 8.24  C66 1.595, C68 1.574, C69 1.554, N70 1.468
68 C -3.28 7.29 9.13  C67 1.574, H84 1.090, H85 1.090, H86 1.090
69 C -2.63 6.33 6.90  C67 1.554, H87 1.090, H88 1.090, H89 1.090
70 N -1.21 5.88 8.91  C62 1.511, C67 1.468, O71 1.464
71 O -1.92 4.66 9.31  N70 1.464, H90 0.960
72 H 0.19 5.30 6.24  C61 1.090
73 H 1.17 4.15 7.12  C61 1.090
74 H -0.62 4.03 7.04  C61 1.090
75 H 0.45 3.89 9.75  C63 1.090
76 H 1.91 4.71 9.43  C63 1.090
77 H 0.79 5.47 10.52  C63 1.090
78 H 1.00 7.43 9.25  C64 1.090
79 H 1.91 6.86 7.80  C64 1.090
80 H 0.76 8.70 7.18  C65 1.090
81 H -0.17 7.39 6.41  C65 1.090
82 H -1.74 8.96 7.38  C66 1.090
83 H -1.04 8.63 8.97  C66 1.090
84 H -4.04 6.51 9.10  C68 1.090
85 H -3.66 8.21 8.68  C68 1.090
86 H -3.02 7.54 10.15  C68 1.090
87 H -3.29 5.47 7.05  C69 1.090
88 H -1.87 5.87 6.28  C69 1.090
89 H -3.04 7.09 6.23  C69 1.090
90 H -1.99 4.69 10.27  O71 0.960
91 C -4.82 3.05 -8.96  C92 1.549, H102 1.090, H103 1.090, H104 1.090
92 C -3.48 3.74 -9.34  C91 1.549, C93 1.517, C94 1.578, N100 1.447
93 C -3.53 4.47 -10.67  C92 1.517, H105 1.090, H106 1.090, H107 1.090
94 C -3.18 4.84 -8.26  C92 1.578, C95 1.538, H108 1.090, H109 1.090
95 C -2.43 4.43 -6.98  C94 1.538, C96 1.499, H110 1.090, H111 1.090
96 C -1.19 3.70 -7.39  C95 1.499, C97 1.578, H112 1.090, H113 1.090
97 C -1.49 2.42 -8.25  C96 1.578, C98 1.536, C99 1.501, N100 1.491
98 C -0.06 2.06 -8.68  C97 1.536, H114 1.090, H115 1.090, H116 1.090
99 C -2.17 1.36 -7.43  C97 1.501, H117 1.090, H118 1.090, H119 1.090
100 N -2.36 2.82 -9.39  C92 1.447, C97 1.491, O101 1.389
101 O -2.54 1.76 -10.27  N100 1.389, H120 0.960
102 H -5.64 3.74 -9.11  C91 1.090
103 H -5.05 2.21 -9.62  C91 1.090
104 H -4.98 2.85 -7.90  C91 1.090
105 H -4.29 5.24 -10.68  C93 1.090
106 H -2.56 4.80 -11.03  C93 1.090
107 H -3.84 3.70 -11.38  C93 1.090
108 H -2.59 5.62 -8.75  C94 1.090
109 H -4.11 5.24 -7.86  C94 1.090
110 H -2.28 5.24 -6.26  C95 1.090
111 H -3.03 3.77 -6.35  C95 1.090
112 H -0.89 3.37 -6.40  C96 1.090
113 H -0.32 4.31 -7.63  C96 1.090
114 H 0.42 2.80 -9.33  C98 1.090
115 H -0.13 1.18 -9.32  C98 1.090
116 H 0.65 2.06 -7.86  C98 1.090
117 H -1.60 1.12 -6.53  C99 1.090
118 H -2.33 0.52 -8.10  C99 1.090
119 H -3.09 1.78 -7.03  C99 1.090
120 H -2.39 2.20 -11.11  O101 0.960
121 C -12.22 6.74 -4.38  C122 1.588, H132 1.090, H133 1.090, H134 1.090
122 C -11.94 5.76 -3.17  C121 1.588, C123 1.503, C124 1.543, N130 1.525
123 C -11.79 6.54 -1.90  C122 1.503, H135 1.090, H136 1.090, H137 1.090
124 C -13.20 4.89 -3.05  C122 1.543, C125 1.524, H138 1.090, H139 1.090
125 C -13.03 3.57 -2.30  C124 1.524, C126 1.561, H140 1.090, H141 1.090
126 C -11.75 2.88 -2.88  C125 1.561, C127 1.565, H142 1.090, H143 1.090
127 C -10.41 3.68 -2.78  C126 1.565, C128 1.570, C129 1.545, N130 1.495
128 C -10.04 3.90 -1.27  C127 1.570, H144 1.090, H145 1.090, H146 1.090
129 C -9.33 2.86 -3.50  C127 1.545, H147 1.090, H148 1.090, H149 1.090
130 N -10.69 4.95 -3.52  C122 1.525, C127 1.495, O131 1.403
131 O -9.60 5.71 -3.97  N130 1.403, H150 0.960
132 H -11.38 7.44 -4.47  C121 1.090
133 H -12.31 6.28 -5.37  C121 1.090
134 H -13.10 7.36 -4.20  C121 1.090
135 H -12.25 7.52 -2.02  C123 1.090
136 H -12.24 6.05 -1.04  C123 1.090
137 H -10.72 6.75 -1.76  C123 1.090
138 H -13.96 5.37 -2.43  C124 1.090
139 H -13.43 4.67 -4.09  C124 1.090
140 H -12.84 3.96 -1.30  C125 1.090
141 H -13.95 3.01 -2.42  C125 1.090
142 H -11.98 2.62 -3.91  C126 1.090
143 H -11.61 1.99 -2.27  C126 1.090
144 H -9.81 2.89 -0.92  C128 1.090
145 H -10.85 4.36 -0.70  C128 1.090
146 H -9.10 4.43 -1.07  C128 1.090
147 H -9.70 2.55 -4.48  C129 1.090
148 H -8.96 1.95 -3.04  C129 1.090
149 H -8.40 3.41 -3.68  C129 1.090
150 H -9.73 5.62 -4.92  O131 0.960
151 C 8.82 4.39 2.69  C152 1.576, H162 1.090, H163 1.090, H164 1.090
152 C 7.46 5.11 3.05  C151 1.576, C153 1.546, C154 1.576, N160 1.514
153 C 6.58 4.17 3.90  C152 1.546, H165 1.090, H166 1.090, H167 1.090
154 C 7.94 6.39 3.84  C152 1.576, C155 1.539, H168 1.090, H169 1.090
155 C 6.77 7.36 4.05  C154 1.539, C156 1.492, H170 1.090, H171 1.090
156 C 6.24 7.74 2.70  C155 1.492, C157 1.543, H172 1.090, H173 1.090
157 C 5.68 6.59 1.84  C156 1.543, C158 1.561, C159 1.581, N160 1.492
158 C 4.37 6.07 2.51  C157 1.561, H174 1.090, H175 1.090, H176 1.090
159 C 5.29 7.17 0.42  C157 1.581, H177 1.090, H178 1.090, H179 1.090
160 N 6.74 5.53 1.79  C152 1.514, C157 1.492, O161 1.409
161 O 6.29 4.50 0.93  N160 1.409, H180 0.960
162 H 8.53 3.44 2.25  C151 1.090
163 H 9.47 4.95 2.02  C151 1.090
164 H 9.32 4.24 3.64  C151 1.090
165 H 6.36 4.66 4.85  C153 1.090
166 H 5.60 3.88 3.51  C153 1.090
167 H 7.09 3.26 4.21  C153 1.090
168 H 8.30 6.05 4.81  C154 1.090
169 H 8.82 6.90 3.45  C154 1.090
170 H 5.93 6.95 4.60  C155 1.090
171 H 6.93 8.19 4.73  C155 1.090
172 H 6.94 8.26 2.06  C156 1.090
173 H 5.38 8.38 2.87  C156 1.090
174 H 4.18 5.12 2.01  C158 1.090
175 H 3.55 6.78 2.45  C158 1.090
176 H 4.45 5.81 3.56  C158 1.090
177 H 4.97 6.34 -0.20  C159 1.090
178 H 6.14 7.58 -0.13  C159 1.090
179 H 4.49 7.91 0.41  C159 1.090
180 H 7.00 4.38 0.28  O161 0.960
181 C -0.46 1.25 1.53  C182 1.550, H192 1.090, H193 1.090, H194 1.090
182 C -0.98 0.04 0.71  C181 1.550, C183 1.599, C184 1.583, N190 1.497
183 C -2.11 0.49 -0.32  C182 1.599, H195 1.090, H196 1.090, H197 1.090
184 C 0.09 -0.68 -0.20  C182 1.583, C185 1.512, H198 1.090, H199 1.090
185 C 1.06 -1.66 0.43  C184 1.512, C186 1.511, H200 1.090, H201 1.090
186 C 0.34 -2.55 1.41  C185 1.511, C187 1.639, H202 1.090, H203 1.090
187 C -0.68 -1.79 2.45  C186 1.639, C188 1.563, C189 1.544, N190 1.495
188 C -1.50 -3.00 3.02  C187 1.563, H204 1.090, H205 1.090, H206 1.090
189 C 0.12 -1.13 3.59  C187 1.544, H207 1.090, H208 1.090, H209 1.090
190 N -1.61 -1.03 1.56  C182 1.497, C187 1.495, O191 1.395
191 O -2.70 -0.51 2.26  N190 1.395, H210 0.960
192 H -0.53 2.17 0.95  C181 1.090
193 H -1.00 1.31 2.47  C181 1.090
194 H 0.61 1.21 1.74  C181 1.090
195 H -2.88 1.05 0.22  C183 1.090
196 H -1.56 0.92 -1.16  C183 1.090
197 H -2.62 -0.38 -0.73  C183 1.090
198 H -0.27 -1.16 -1.11  C184 1.090
199 H 0.84 0.03 -0.55  C184 1.090
200 H 1.56 -2.29 -0.30  C185 1.090
201 H 1.86 -1.22 1.03  C185 1.090
202 H 1.07 -2.93 2.14  C186 1.090
203 H -0.22 -3.38 0.98  C186 1.090
204 H -0.79 -3.70 3.47  C188 1.090
205 H -2.07 -3.66 2.38  C188 1.090
206 H -2.34 -2.72 3.65  C188 1.090
207 H -0.43 -0.50 4.28  C189 1.090
208 H 0.88 -0.47 3.18  C189 1.090
209 H 0.68 -1.93 4.09  C189 1.090
210 H -3.44 -0.84 1.75  O191 0.960
211 C 11.87 -6.16 2.36  C212 1.547, H222 1.090, H223 1.090, H224 1.090
212 C 11.08 -4.93 2.88  C211 1.547, C213 1.477, C214 1.529, N220 1.478
213 C 11.18 -4.85 4.35  C212 1.477, H225 1.090, H226 1.090, H227 1.090
214 C 11.78 -3.67 2.38  C212 1.529, C215 1.510, H228 1.090, H229 1.090
215 C 10.94 -2.42 2.42  C214 1.510, C216 1.556, H230 1.090, H231 1.090
216 C 9.73 -2.67 1.47  C215 1.556, C217 1.542, H232 1.090, H233 1.090
217 C 8.85 -3.82 2.00  C216 1.542, C218 1.549, C219 1.532, N220 1.510
218 C 8.00 -3.33 3.19  C217 1.549, H234 1.090, H235 1.090, H236 1.090
219 C 7.87 -4.25 0.91  C217 1.532, H237 1.090, H238 1.090, H239 1.090
220 N 9.73 -5.01 2.29  C212 1.478, C217 1.510, O221 1.374
221 O 9.04 -6.12 2.70  N220 1.374, H240 0.960
222 H 11.54 -7.01 2.96  C211 1.090
223 H 11.76 -6.40 1.31  C211 1.090
224 H 12.88 -6.14 2.77  C211 1.090
225 H 10.45 -4.18 4.82  C213 1.090
226 H 10.89 -5.76 4.88  C213 1.090
227 H 12.15 -4.68 4.81  C213 1.090
228 H 12.73 -3.51 2.90  C214 1.090
229 H 12.11 -3.76 1.35  C214 1.090
230 H 10.50 -2.15 3.38  C215 1.090
231 H 11.47 -1.54 2.04  C215 1.090
232 H 10.07 -2.85 0.45  C216 1.090
233 H 9.22 -1.71 1.41  C216 1.090
234 H 7.00 -3.76 3.26  C218 1.090
235 H 7.84 -2.25 3.10  C218 1.090
236 H 8.50 -3.58 4.13  C218 1.090
237 H 8.41 -4.56 0.02  C219 1.090
238 H 7.27 -3.38 0.64  C219 1.090
239 H 7.13 -4.98 1.24  C219 1.090
240 H 8.95 -6.70 1.94  O221 0.960
241 C -5.34 -8.55 0.99  C242 1.552, H252 1.090, H253 1.090, H254 1.090
242 C -5.22 -10.10 0.93  C241 1.552, C243 1.565, C244 1.553, N250 1.469
243 C -6.24 -10.74 1.93  C242 1.565, H255 1.090, H256 1.090, H257 1.090
244 C -5.62 -10.50 -0.52  C242 1.553, C245 1.538, H258 1.090, H259 1.090
245 C -4.63 -10.15 -1.64  C244 1.538, C246 1.543, H260 1.090, H261 1.090
246 C -3.28 -10.79 -1.24  C245 1.543, C247 1.592, H262 1.090, H263 1.090
247 C -2.80 -10.48 0.24  C246 1.592, C248 1.532, C249 1.538, N250 1.497
248 C -1.62 -11.43 0.49  C247 1.532, H264 1.090, H265 1.090, H266 1.090
249 C -2.13 -9.09 0.29  C247 1.538, H267 1.090, H268 1.090, H269 1.090
250 N -3.91 -10.67 1.24  C242 1.469, C247 1.497, O251 1.368
251 O -3.51 -10.59 2.54  N250 1.368, H270 0.960
252 H -4.64 -7.93 0.42  C241 1.090
253 H -6.35 -8.21 0.78  C241 1.090
254 H -5.16 -8.31 2.04  C241 1.090
255 H -7.29 -10.73 1.62  C243 1.090
256 H -6.08 -11.75 2.31  C243 1.090
257 H -6.30 -10.08 2.79  C243 1.090
258 H -5.57 -11.59 -0.47  C244 1.090
259 H -6.62 -10.18 -0.81  C244 1.090
260 H -4.99 -10.44 -2.62  C245 1.090
261 H -4.62 -9.06 -1.66  C245 1.090
262 H -2.65 -10.19 -1.90  C246 1.090
263 H -3.19 -11.84 -1.51  C246 1.090
264 H -1.07 -11.64 -0.43  C248 1.090
265 H -2.00 -12.34 0.94  C248 1.090
266 H -0.92 -10.96 1.18  C248 1.090
267 H -2.56 -8.30 -0.32  C249 1.090
268 H -1.10 -9.04 -0.07  C249 1.090
269 H -2.05 -8.81 1.34  C249 1.090
270 H -3.12 -9.71 2.59  O251 0.960
271 C -3.22 8.63 -1.26  C272 1.546, H282 1.090, H283 1.090, H284 1.090
272 C -3.64 10.09 -1.57  C271 1.546, C273 1.590, C274 1.563, N280 1.549
273 C -3.69 10.95 -0.23  C272 1.590, H285 1.090, H286 1.090, H287 1.090
274 C -2.53 10.77 -2.43  C272 1.563, C275 1.529, H288 1.090, H289 1.090
275 C -2.80 12.14 -3.04  C274 1.529, C276 1.556, H290 1.090, H291 1.090
276 C -4.03 11.96 -3.98  C275 1.556, C277 1.555, H292 1.090, H293 1.090
277 C -5.26 11.45 -3.16  C276 1.555, C278 1.530, C279 1.543, N280 1.519
278 C -5.86 12.57 -2.31  C277 1.530, H294 1.090, H295 1.090, H296 1.090
279 C -6.19 11.17 -4.36  C277 1.543, H297 1.090, H298 1.090, H299 1.090
280 N -4.96 10.18 -2.39  C272 1.549, C277 1.519, O281 1.403
281 O -6.08 9.59 -1.78  N280 1.403, H300 0.960
282 H -3.70 8.30 -0.34  C271 1.090
283 H -3.39 7.99 -2.13  C271 1.090
284 H -2.16 8.57 -1.02  C271 1.090
285 H -4.59 10.56 0.25  C273 1.090
286 H -2.83 10.77 0.42  C273 1.090
287 H -3.68 12.04 -0.31  C273 1.090
288 H -1.65 10.88 -1.80  C274 1.090
289 H -2.20 10.11 -3.23  C274 1.090
290 H -2.88 12.96 -2.33  C275 1.090
291 H -1.95 12.40 -3.67  C275 1.090
292 H -3.77 11.17 -4.68  C276 1.090
293 H -4.29 12.93 -4.39  C276 1.090
294 H -6.91 12.36 -2.12  C278 1.090
295 H -5.71 13.57 -2.72  C278 1.090
296 H -5.33 12.67 -1.37  C278 1.090
297 H -5.79 10.35 -4.95  C279 1.090
298 H -6.41 12.05 -4.96  C279 1.090
299 H -7.19 10.83 -4.07  C279 1.090
300 H -6.21 8.85 -2.38  O281 0.960

Values from the calculation:
HOMO   -7.968 eV
Energy above the lowest of the compared OMol25 structures with the same formula, charge and spin   8.722 eV
Gap between HOMO and LUMO   8.116 eV
DFT total energy   -4842.373635 hartree
Spin multiplicity   1
SMILES   CC1(C)CCCC(C)(C)N1O.CC1(C)CCCC(C)(C)N1O.CC1(C)CCCC(C)(C)N1O.CC1(C)CCCC(C)(C)N1O.CC1(C)CCCC(C)(C)N1O.CC1(C)CCCC(C)(C)N1O.CC1(C)CCCC(C)(C)N1O.CC1(C)CCCC(C)(C)N1O.CC1(C)CCCC(C)(C)N1O.CC1(C)CCCC(C)(C)N1O